(1)
Computed, not measured: a cluster of 9 separate species, C25H70N2O9 in total, with ωB97M-V with the def2-TZVPD basis set.

```
! wB97M-V def2-TZVPD RIJCOSX def2/J DEFGRID3
* xyz -1 2
O 16.0420 -22.2998 23.5911
O 15.5429 -20.3477 18.2861
O 18.7363 -15.3756 20.5643
O 15.1252 -14.8586 11.3382
O 22.2700 -16.6975 16.5159
O 13.0922 -19.0396 23.3733
O 14.8046 -23.5191 17.0321
O 11.6052 -21.2445 12.4704
O 13.6386 -13.6104 18.1457
N 12.7820 -17.6694 12.4096
N 15.9088 -19.1196 21.5308
C 15.9392 -14.7163 10.1762
C 15.2463 -19.4204 17.2628
C 21.5438 -18.7732 15.4973
C 13.3510 -21.0676 14.1213
C 12.3640 -21.9934 13.3575
C 17.7385 -19.8702 22.8772
C 10.7997 -19.6751 23.1100
C 12.7969 -13.4436 20.4400
C 14.9250 -18.0845 17.8701
C 15.4669 -21.0721 22.9772
C 14.4168 -16.6707 13.7723
C 19.8330 -17.1076 16.3760
C 11.8324 -18.5387 23.1153
C 21.2030 -17.3081 15.7746
C 12.6860 -15.5143 18.8204
C 12.6220 -13.9804 18.9480
C 13.5385 -16.3760 12.5471
C 15.8483 -24.3529 17.3725
C 14.2882 -16.0184 11.2783
C 11.5008 -22.8533 14.2857
C 12.0350 -17.7842 21.7700
C 16.4916 -20.2839 22.1071
C 15.1300 -23.4139 23.7933
C 16.3705 -19.5021 16.1772
C 18.0233 -16.4620 21.1303
H 11.9236 -13.6098 21.0708
H 18.4211 -19.2796 22.2662
H 12.3210 -20.8475 11.9688
H 15.4447 -18.6341 22.2852
H 9.7949 -19.2530 23.1272
H 12.4341 -17.9334 13.3203
H 12.8273 -15.6317 12.9053
H 12.6854 -16.9250 21.9336
H 15.0358 -22.6435 17.3509
H 10.9337 -23.6974 13.8933
H 12.9979 -19.7103 24.0536
H 16.5115 -20.4733 15.7027
H 14.9567 -16.8632 11.1122
H 16.7325 -20.8709 21.2208
H 21.2664 -16.8446 14.7901
H 15.9594 -18.9245 15.3492
H 15.0374 -15.8393 14.1064
H 21.7626 -19.3351 16.4053
H 17.4904 -19.3339 23.7931
H 20.8295 -19.2867 14.8538
H 13.6296 -13.8901 20.9835
H 11.9806 -17.6715 11.7949
H 10.7437 -20.4841 23.8383
H 12.2561 -15.8137 17.8645
H 11.5752 -17.8796 23.9445
H 11.0684 -17.3886 21.4582
H 15.6233 -25.0368 18.1908
H 15.2682 -14.4525 9.3587
H 14.0009 -17.1805 14.6413
H 12.7986 -20.6312 14.9535
H 12.4983 -18.3683 20.9748
H 14.2999 -23.2832 24.4875
H 10.7305 -22.2728 14.7935
H 15.8632 -17.5576 18.0440
H 15.9431 -19.7732 18.9429
H 12.0361 -16.0161 19.5373
H 17.3067 -19.1293 16.5926
H 16.1472 -24.9924 16.5420
H 18.3630 -20.7442 23.0621
H 18.6354 -17.1390 21.7262
H 17.5727 -17.0776 20.3518
H 18.1476 -15.0192 19.8950
H 12.0585 -23.3661 15.0694
H 16.6210 -13.8734 10.2892
H 13.4581 -13.8589 17.2361
H 10.8083 -20.1684 22.1380
H 14.8120 -23.7346 22.8012
H 14.3088 -17.4754 17.2087
H 19.6671 -17.6297 17.3183
H 14.2981 -19.7507 16.8385
H 15.7498 -24.2694 24.0621
H 19.6873 -16.0375 16.5237
H 13.6643 -15.8484 19.1658
H 16.7424 -23.7977 17.6561
H 14.6455 -21.4217 22.3518
H 14.3489 -18.2137 18.7864
H 12.8813 -22.7093 12.7188
H 13.8421 -20.2462 13.5996
H 22.4886 -18.6638 14.9649
H 21.9642 -16.3887 17.3719
H 16.4732 -15.5667 9.7524
H 19.0476 -17.3740 15.6687
H 17.2903 -15.9997 21.7914
H 15.2673 -17.2759 13.4584
H 14.1172 -21.6395 14.6447
H 13.0491 -12.3832 20.4450
H 15.1440 -19.3843 20.9266
H 13.6294 -15.9872 10.4105
H 15.0119 -20.5038 23.7885
H 11.6836 -13.6250 18.5223
*
```

As for the HOMO-LUMO gap (spin up / spin down): 1.69 / 9.55 eV. For the LUMO energy (spin up / spin down), the calculation gives 2.27 / 2.21 eV.


(2)
Computed, not measured: a cluster of 19 separate species, C3H44O19 in total, with ωB97M-V with the def2-TZVPD basis set.

```
! wB97M-V def2-TZVPD RIJCOSX def2/J DEFGRID3
* xyz 0 1
O -9.6923 9.2296 -29.9752
O -10.1645 11.9523 -29.7913
O -17.9892 8.1363 -27.1225
O -9.5026 10.8604 -27.4782
O -15.6005 7.1385 -30.0425
O -16.6219 9.5831 -24.5458
O -11.7037 9.6673 -23.9406
O -12.1235 7.8451 -30.4255
O -16.2237 12.9333 -26.4247
O -14.0778 8.7649 -25.6657
O -9.8429 8.1786 -27.2333
O -18.0710 10.8573 -26.3878
O -13.7068 13.0041 -27.6128
O -14.2361 11.4727 -25.0237
O -12.1218 7.0453 -27.3420
O -10.9814 14.1154 -28.0361
O -15.7777 6.5589 -26.3864
O -14.1815 8.3748 -28.2604
O -11.3459 11.7798 -25.9242
C -14.1198 9.6885 -28.8152
C -15.3185 10.3961 -28.2578
C -12.7613 10.2439 -28.3232
H -12.9509 7.4205 -27.5506
H -9.8613 9.0794 -27.5588
H -15.0718 7.5812 -29.3030
H -13.9545 10.6794 -25.4813
H -13.8118 12.2778 -28.1601
H -14.9515 8.7787 -25.3136
H -14.1664 8.7093 -26.6183
H -9.9218 10.0800 -30.3920
H -17.9720 10.1163 -26.9721
H -17.2021 8.8146 -24.4859
H -17.1166 7.7942 -26.9197
H -10.8048 7.8939 -27.3683
H -11.1783 11.2286 -25.1735
H -14.5631 13.3812 -27.5546
H -11.9631 6.4092 -28.0662
H -11.8234 13.7633 -27.7622
H -16.1496 9.7861 -28.4425
H -9.9879 11.5045 -28.9446
H -16.2975 6.4836 -29.6626
H -14.8132 11.8383 -25.6351
H -17.0152 12.4512 -26.6449
H -19.0179 10.8755 -26.1565
H -18.3202 8.2158 -26.2643
H -15.2006 6.0893 -26.9882
H -10.8778 9.2148 -24.1638
H -16.4699 13.6863 -25.9411
H -15.2380 7.0271 -25.8009
H -10.2993 11.1251 -26.9896
H -8.7516 11.1606 -26.9657
H -12.2557 11.6468 -26.1731
H -11.9769 9.5317 -28.5389
H -10.5143 8.7811 -29.9479
H -11.7966 6.9400 -30.2767
H -14.1300 9.4679 -29.8509
H -12.3782 9.3210 -24.5349
H -10.6492 13.3847 -28.5854
H -12.4695 11.1364 -28.8575
H -17.1041 10.1789 -25.1581
H -14.9450 6.5776 -30.4930
H -12.5296 8.1005 -29.5804
H -12.8032 10.3313 -27.2856
H -15.5540 11.2618 -28.8573
H -15.3201 10.5634 -27.1684
H -9.3046 11.9977 -30.1950
*
```

As for the HOMO-LUMO gap: 7.41 eV. For the LUMO energy, the calculation gives -1.76 eV.


(3)
Computed, not measured: a structure of composition C21H68AsF6O13, with ωB97M-V with the def2-TZVPD basis set.

```
! wB97M-V def2-TZVPD RIJCOSX def2/J DEFGRID3
* xyz -1 1
As 0.0444 0.0834 0.4872
F -0.8431 -0.2093 -1.0402
F 1.5503 -0.7070 -0.1384
F 0.9079 0.2825 2.0821
F -0.6013 -1.4803 1.0600
F -1.4372 0.8605 1.1534
F 0.7739 1.6856 0.0285
O -5.9861 -1.5631 -1.9504
O 6.5925 1.3923 -4.1853
O -7.1865 2.2626 6.7999
O 0.0270 -4.3943 -6.7510
O -4.8009 2.8468 -8.8128
O 0.9728 -10.3461 -1.2691
O 0.6412 -6.2439 7.2851
O 5.9018 4.9836 -0.5946
O 6.5277 -2.7215 1.4956
O -7.0887 5.1481 -2.3515
O -2.9097 7.9923 -3.2563
O -0.6413 7.5427 3.7897
O 2.7092 2.1229 7.2374
C -1.3441 -5.8830 5.9169
C -6.7027 1.9569 5.5013
C -1.8993 7.8677 -2.2604
C -3.5115 2.3982 -8.6514
C 5.9151 -3.6665 2.4150
C 2.1377 -8.3575 -1.9107
C -3.4424 0.9049 -8.9659
C -0.4640 -3.4521 -5.8435
C 5.7537 0.3277 -4.5126
C -2.9910 2.6104 -7.1803
C 6.6902 4.4894 1.6586
C -0.6368 -5.6781 7.2361
C -0.3161 6.1224 3.5539
C -0.4711 -4.2074 7.7133
C 8.1351 5.5201 -0.1925
C -0.3619 -8.4502 -1.4903
C 3.9024 1.5592 7.7493
C -6.4984 -2.2574 -0.8290
C 6.7295 5.4860 0.4207
C 1.0041 -8.9808 -1.0718
C -7.0037 4.6489 -1.0322
H -1.4671 6.8675 -2.2304
H 5.0731 4.7086 -0.1956
H -5.0644 -1.3061 -1.8731
H 8.4035 4.5800 -0.6744
H 5.8135 -2.3273 0.9893
H -6.4423 0.9054 5.3804
H -3.6711 7.4468 -3.0458
H 0.8098 -4.0320 -7.1723
H -2.2518 8.1155 -1.2592
H -2.9823 3.6482 -6.8472
H 1.1368 -8.7657 -0.0115
H -3.5427 2.0807 -6.4037
H 1.8840 -8.1928 -2.9579
H -0.8673 5.7044 2.7115
H -1.4378 -3.7111 7.7982
H -3.9293 0.2984 -8.2023
H -1.1146 8.6033 -2.4371
H -5.4057 2.4606 -8.1751
H -7.2651 4.4001 -2.9268
H -0.9959 -8.8764 -0.7128
H -7.5653 -2.4704 -0.8953
H 3.9094 0.4802 7.9042
H -5.8141 2.5692 5.3475
H -2.8553 2.9147 -9.3518
H 2.3445 -7.3887 -1.4560
H -1.5119 7.5068 4.1927
H -6.8512 5.4796 -0.3432
H 0.7701 6.0790 3.4746
H -6.2696 -1.6781 0.0655
H 5.6819 4.5186 2.0718
H 5.3449 -4.4660 1.9421
H 4.7865 1.7240 7.1334
H -0.4400 -2.4692 -6.3139
H -1.4979 -3.6044 -5.5338
H 4.8549 0.7527 -4.9593
H 0.0824 -3.4176 -4.9009
H -0.0331 -3.5337 6.9769
H -1.1588 -6.1869 8.0465
H -6.0406 -3.2228 -0.6131
H -1.2462 -6.9430 5.6824
H 6.1022 2.1163 -3.7892
H 2.4987 1.6741 6.4153
H -0.8827 -5.2984 5.1211
H 5.2663 -3.1864 3.1476
H 7.4012 4.7763 2.4334
H 5.5052 -0.2909 -3.6502
H 8.2860 6.2430 -0.9942
H 8.9055 5.8163 0.5194
H -6.5017 2.1544 7.4640
H 6.6780 -4.1676 3.0108
H -2.4306 0.5085 -9.0512
H 6.5223 6.5290 0.6603
H 3.0710 -8.9172 -1.8494
H -6.2191 3.9092 -0.8733
H -8.0004 4.3312 -0.7261
H -1.9451 2.3056 -7.1446
H -0.6384 5.5289 4.4094
H -4.0065 0.6768 -9.8703
H 0.4804 -7.1634 7.0612
H -7.4145 2.2107 4.7158
H 6.2769 -0.3341 -5.2027
H 0.0213 -4.1251 8.6822
H -0.4082 -7.3629 -1.4297
H -2.4186 -5.7037 5.8785
H 6.9221 3.4587 1.3903
H 0.6484 -10.5890 -2.1394
H -0.6969 -8.7868 -2.4714
H 4.0249 1.9384 8.7639
*
```

As for the HOMO-LUMO gap: 10.39 eV. Its energy above the lowest of the compared OMol25 structures with the same formula, charge and spin is 609.7 kJ/mol. For the LUMO energy, the calculation gives 1.79 eV.